Record 1
Formula: C31H50BrN2O2RuSSi
Source: the Open Molecules 2025 dataset
Level of theory: the ωB97M-V functional and the def2-TZVPD basis

XYZ file:
```
89
Properties=species:S:1:pos:R:3:forces:R:3
Ru -1.942 0.178 -0.089 -0.58 -0.77 0.31
C 3.418 -1.571 2.828 0.02 -0.03 0.17
C 4.551 -0.538 2.654 -0.25 0.26 -0.17
C 5.930 -1.161 2.955 0.05 -0.12 0.13
C 4.295 0.621 3.626 0.09 -0.14 0.27
Si 4.656 0.052 0.879 0.46 -0.04 0.19
Br 0.395 0.052 0.286 -0.16 0.05 -0.09
C 5.044 -1.221 -0.442 -0.47 0.07 -0.10
C 6.584 -1.205 -0.570 0.12 0.06 0.00
C 4.412 -0.891 -1.808 0.04 -0.11 -0.07
C 4.554 -2.620 -0.041 0.17 -0.16 -0.12
C 4.668 1.893 0.518 -0.34 -0.09 -0.32
C 6.074 2.397 0.907 0.09 -0.02 0.11
C 4.433 2.183 -0.975 0.09 0.17 0.02
C 3.586 2.648 1.318 0.06 0.11 -0.03
H 3.283 -1.747 3.900 0.01 0.02 -0.06
H 3.642 -2.530 2.372 -0.02 0.01 -0.02
H 2.456 -1.213 2.441 0.08 -0.02 0.04
H 5.909 -1.565 3.972 0.00 0.05 -0.03
H 6.737 -0.424 2.918 -0.05 -0.04 -0.01
H 6.182 -1.988 2.289 -0.01 0.04 0.06
H 4.349 0.226 4.646 0.00 0.01 -0.06
H 3.303 1.055 3.500 0.06 -0.03 0.01
H 5.046 1.409 3.554 -0.07 -0.03 0.01
H 6.984 -0.209 -0.790 -0.03 -0.08 -0.03
H 6.860 -1.853 -1.408 -0.01 0.02 0.04
H 7.084 -1.589 0.320 -0.01 0.04 -0.05
H 4.833 -0.005 -2.270 -0.03 0.00 -0.01
H 3.323 -0.778 -1.754 0.09 -0.01 0.00
H 4.623 -1.728 -2.482 -0.05 0.03 0.05
H 5.063 -3.012 0.838 -0.06 -0.01 0.00
H 4.777 -3.304 -0.867 0.00 0.03 0.07
H 3.475 -2.653 0.127 0.06 0.00 -0.03
H 6.863 1.941 0.303 -0.04 0.04 0.03
H 6.308 2.233 1.962 0.01 0.03 -0.06
H 6.108 3.476 0.727 0.02 -0.05 0.02
H 5.233 1.794 -1.601 -0.01 0.02 -0.01
H 4.425 3.269 -1.111 -0.01 -0.07 0.01
H 3.477 1.793 -1.337 0.07 0.03 0.02
H 3.863 2.792 2.358 -0.04 0.00 -0.02
H 2.605 2.160 1.284 0.06 0.05 -0.01
H 3.475 3.641 0.871 -0.01 -0.06 0.04
C -1.994 3.123 -1.618 -0.03 0.13 0.08
C -2.061 3.134 -0.131 0.04 -0.17 0.25
N -2.002 2.061 0.668 0.00 0.21 -0.08
C -2.097 2.495 1.990 -0.01 -0.25 -0.27
C -2.214 3.836 1.974 0.03 0.23 -0.11
N -2.188 4.211 0.640 -0.05 0.21 0.17
H -1.889 2.105 -1.996 0.01 -0.11 -0.05
H -1.139 3.694 -1.979 0.02 -0.01 0.02
H -2.896 3.549 -2.058 0.00 -0.01 0.02
H -2.080 1.815 2.823 0.00 -0.01 -0.02
H -2.304 4.549 2.777 -0.02 -0.02 -0.08
H -2.267 5.160 0.302 0.02 0.01 0.01
O -3.870 0.011 0.591 0.60 0.10 -0.66
S -4.959 0.707 -0.329 -0.47 -0.14 -0.25
C -6.500 0.422 0.477 0.27 0.09 0.39
C -7.487 1.367 0.237 -0.05 0.04 -0.02
C -8.752 1.136 0.759 0.00 0.05 -0.01
C -8.993 -0.005 1.512 0.02 0.01 0.03
C -7.973 -0.918 1.768 0.03 -0.01 0.02
C -6.704 -0.708 1.258 -0.10 -0.08 0.01
C -5.116 -0.366 -1.736 0.32 -0.03 0.10
C -5.337 0.234 -2.967 0.04 0.10 -0.05
C -5.497 -0.577 -4.085 -0.02 0.00 -0.03
C -5.423 -1.956 -3.955 -0.01 0.00 0.03
C -5.192 -2.541 -2.709 -0.02 0.01 -0.01
C -5.037 -1.748 -1.586 -0.09 -0.02 -0.04
H -7.283 2.262 -0.341 -0.01 -0.05 0.01
H -9.542 1.856 0.588 0.02 -0.04 0.00
H -9.978 -0.173 1.925 0.00 -0.02 -0.02
H -8.168 -1.797 2.368 0.00 0.05 0.02
H -5.897 -1.394 1.485 -0.03 0.01 -0.07
H -5.405 1.313 -3.060 0.02 -0.05 0.01
H -5.685 -0.130 -5.052 0.00 -0.02 0.04
H -5.556 -2.584 -4.826 0.00 0.01 0.03
H -5.152 -3.619 -2.614 -0.01 0.02 -0.02
H -4.862 -2.192 -0.615 -0.03 0.01 0.00
C -0.334 -2.101 -2.623 -0.07 0.26 0.17
C -1.559 -2.491 -1.818 0.30 -0.51 -0.16
C -1.305 -3.664 -0.871 -0.06 0.23 0.09
O -2.064 -1.405 -1.031 0.06 0.45 0.26
H -0.128 -2.898 -3.337 0.01 0.01 0.01
H 0.536 -1.969 -1.980 0.03 -0.02 -0.02
H -0.514 -1.181 -3.182 0.03 -0.04 -0.05
H -2.365 -2.768 -2.496 -0.23 0.18 0.01
H -0.568 -3.393 -0.113 0.03 -0.04 -0.05
H -0.920 -4.492 -1.466 -0.01 -0.01 0.05
H -2.224 -3.977 -0.378 0.02 -0.03 -0.01
```
Positions in Å, forces in eV/Å.

The energy relative to the best compared isomer or geometry (same formula, charge and spin) comes out at 34.60 kcal/mol. Its spin multiplicity is 5. The largest force on an atom comes out at 1.0 eV Å⁻¹. The calculation puts the highest occupied orbital energy (spin up / spin down) at -0.6008 / -0.6006 Ha. For the gap between HOMO and LUMO (spin up / spin down), the calculation gives 6.91 / 5.06 eV. Its total energy is -4826.8189 hartree. Its net charge is +3. The value obtained for the LUMO energy (spin up / spin down) is -9.44 / -11.28 eV.

***

Record 2
Formula: C31H50BrN3NiOP2
Source: the Open Molecules 2025 dataset
Level of theory: the ωB97M-V functional and the def2-TZVPD basis

XYZ file:
```
89
Properties=species:S:1:pos:R:3:forces:R:3
C 0.454 -5.856 1.410 0.08 0.13 0.09
C 1.598 -5.499 0.662 -0.15 -1.35 0.17
C 2.553 -6.503 0.404 -0.38 0.20 0.32
C 2.365 -7.764 0.992 -0.23 0.67 -0.28
N 1.295 -8.061 1.733 0.21 -0.25 0.06
C 0.349 -7.146 1.937 0.29 0.43 -0.43
C 1.759 -4.124 0.257 -2.18 2.03 1.44
C 1.296 -2.908 0.541 0.21 -4.58 0.52
C 0.507 -1.900 1.151 -0.67 1.41 0.41
C -0.782 -1.609 0.650 0.80 0.09 0.11
C -1.265 -0.309 0.757 0.17 0.39 -0.30
C -0.429 0.697 1.260 0.27 -0.70 0.62
C 0.683 0.350 2.051 -0.62 -0.13 -0.25
C 1.090 -0.976 2.072 0.19 -0.29 -0.59
Ni 2.697 -2.864 -0.588 1.48 0.83 -0.88
P -0.763 0.236 -2.507 -2.24 0.83 -2.56
H 3.425 -6.303 -0.218 -0.14 -0.04 0.22
H -0.343 -5.134 1.597 0.33 -0.14 -0.02
H 3.118 -8.540 0.841 -0.32 0.10 0.11
H -0.518 -7.431 2.546 0.41 0.05 -0.29
H 1.893 -1.318 2.739 -0.10 0.31 -0.58
H -1.355 -2.389 0.157 0.09 0.17 -0.11
H 1.224 1.115 2.603 -0.19 -0.18 0.02
H -2.249 -0.048 0.382 0.12 -0.06 0.11
C -0.808 2.015 -3.036 0.74 0.44 1.15
C -0.842 2.327 -4.529 0.06 -0.24 -0.49
H 0.081 2.475 -2.575 -0.30 0.15 -0.18
H -1.680 2.459 -2.526 0.29 -0.28 -0.03
H -0.948 3.414 -4.655 0.04 -0.28 0.12
H 0.083 2.028 -5.040 -0.27 0.06 0.15
H -1.693 1.852 -5.033 0.26 0.15 0.10
C -0.287 -0.733 -4.000 1.12 -0.36 0.62
C -0.614 -2.223 -3.863 -0.06 -0.36 -0.11
H 0.801 -0.600 -4.110 -0.38 0.04 -0.18
H -0.769 -0.291 -4.883 0.07 0.14 0.38
H 0.103 -2.808 -4.453 -0.23 0.10 0.13
H -0.555 -2.581 -2.823 -0.01 0.09 -0.29
H -1.615 -2.454 -4.252 0.25 0.06 0.23
C -2.575 -0.113 -2.402 0.09 -0.59 1.43
C -3.393 0.065 -3.681 0.08 0.16 -0.45
H -2.965 0.552 -1.614 0.11 -0.26 -0.20
H -2.667 -1.144 -2.023 -0.08 0.30 -0.10
H -4.387 -0.370 -3.523 0.25 0.12 0.06
H -3.529 1.124 -3.930 0.05 -0.27 0.04
H -2.951 -0.447 -4.544 -0.14 0.11 0.18
Br -0.805 2.498 0.925 -0.18 0.09 0.08
P 3.904 0.732 -1.262 0.15 1.15 -0.18
C 2.725 0.748 -2.680 0.08 -0.23 0.11
C 3.170 1.792 -3.700 -0.03 0.09 -0.37
H 1.721 0.981 -2.290 0.12 -0.15 -0.04
H 2.695 -0.257 -3.121 0.08 0.12 -0.08
H 2.547 1.742 -4.601 0.12 0.08 0.11
H 3.104 2.817 -3.308 0.03 -0.29 -0.01
H 4.211 1.618 -4.003 -0.29 0.06 0.07
C 3.031 2.012 -0.223 0.18 -0.19 -0.06
C 3.998 2.942 0.501 0.01 0.28 0.20
H 2.368 1.509 0.491 -0.02 0.08 -0.15
H 2.398 2.592 -0.906 0.07 -0.07 0.13
H 3.431 3.723 1.025 0.19 -0.14 -0.06
H 4.606 2.415 1.247 -0.11 0.09 -0.22
H 4.673 3.440 -0.207 -0.12 -0.16 0.19
C 3.463 -0.846 -0.408 0.14 0.51 -0.13
C 4.652 -1.807 -0.657 0.24 0.31 0.00
H 2.460 -1.085 -0.858 0.05 0.06 0.08
H 3.317 -0.580 0.646 0.05 -0.45 -0.23
H 4.614 -2.820 -0.189 0.04 -0.03 0.06
H 4.914 -1.908 -1.719 -0.15 0.04 0.19
H 5.509 -1.318 -0.175 -0.09 -0.44 -0.05
C -0.888 2.440 5.243 0.51 -0.28 0.45
N -2.058 2.818 4.503 -0.14 -0.81 -0.42
C -2.739 4.049 4.824 -0.23 -0.09 0.16
C -3.443 4.529 3.585 -0.11 0.53 -0.37
C -4.370 3.473 3.026 -0.56 0.15 0.15
N -3.793 2.152 3.085 0.68 -0.61 0.26
C -4.408 1.144 2.270 -0.22 -0.25 -0.09
C -2.663 1.799 3.793 0.00 0.50 0.18
O -2.188 0.655 3.778 -0.16 0.68 -0.31
H -0.141 2.013 4.557 -0.13 0.10 0.30
H -1.116 1.680 6.008 0.18 0.26 -0.18
H -0.468 3.331 5.725 -0.09 -0.27 -0.13
H -3.465 3.912 5.642 0.17 0.02 -0.06
H -1.985 4.766 5.155 -0.17 0.01 -0.02
H -2.703 4.788 2.823 0.05 0.05 0.10
H -4.024 5.425 3.811 0.06 0.01 -0.09
H -4.610 3.700 1.976 0.04 0.00 0.21
H -5.328 3.476 3.577 0.24 -0.02 -0.16
H -5.496 1.174 2.384 0.08 -0.05 0.00
H -4.177 1.307 1.209 -0.05 0.03 -0.10
H -4.030 0.166 2.563 -0.12 0.09 0.01
```
Positions in Å, forces in eV/Å.

The energy relative to the best compared isomer or geometry (same formula, charge and spin) comes out at 0.00 kcal/mol. Its spin multiplicity is 3. The largest force on an atom comes out at 4.6 eV Å⁻¹. The calculation puts the highest occupied orbital energy (spin up / spin down) at -0.4600 / -0.4599 Ha. For the gap between HOMO and LUMO (spin up / spin down), the calculation gives 5.97 / 3.22 eV. Its total energy is -6215.0484 hartree. Its net charge is +2. The value obtained for the LUMO energy (spin up / spin down) is -6.54 / -9.30 eV.